1) # C5H15NO2

A cluster of 2 separate species, C5H15NO2 in total (ωB97M-V/def2-TZVPD, OMol25).

The value obtained for the lowest unoccupied orbital energy is 0.871 eV. As for the multiplicity: 1. Its SMILES is CN[C@@H](C)[C@H](C)O.O. The value obtained for the HOMO-LUMO gap is 9.70 eV.

Structure (XYZ):
```
23
C5H15NO2 | OMol25 | ωB97M-V/def2-TZVPD
C 2.13 0.63 -0.93
N 0.74 0.79 -0.51
C 0.43 -0.06 0.64
C -0.48 -1.23 0.15
C 0.33 -2.29 -0.60
O -1.50 -0.93 -0.81
C 0.01 0.76 1.89
H 2.80 1.16 -0.24
H 2.39 0.91 -1.97
H 2.42 -0.42 -0.99
H 0.45 1.75 -0.52
H 1.36 -0.55 0.98
H -1.04 -1.53 1.06
H -0.24 -3.18 -0.49
H 1.35 -2.56 -0.26
H 0.50 -1.97 -1.63
H -1.09 -0.71 -1.65
H -0.83 1.35 1.54
H -0.35 0.13 2.68
H 0.91 1.27 2.23
H -2.69 1.88 -0.38
H -4.12 2.39 0.26
O -3.48 2.42 -0.47
```


2) # C5H15NO2

A cluster of 3 separate species, C5H15NO2 in total (ωB97M-V/def2-TZVPD, OMol25).

The value obtained for the lowest unoccupied orbital energy is 0.657 eV. As for the multiplicity: 1. Its SMILES is C/C=C(\C)NC.O.O. The value obtained for the HOMO-LUMO gap is 8.22 eV.

Structure (XYZ):
```
23
C5H15NO2 | OMol25 | ωB97M-V/def2-TZVPD
C -0.83 0.23 1.46
N 0.09 0.35 0.33
C -0.27 0.67 -0.99
C 0.64 0.58 -1.97
C 0.36 0.94 -3.39
C -1.57 1.44 -1.14
H -0.67 -0.78 1.81
H -0.65 0.98 2.23
H -1.86 0.41 1.17
H 1.05 0.52 0.59
H 1.63 0.24 -1.68
H 1.08 0.47 -4.06
H -0.61 0.65 -3.79
H 0.35 2.03 -3.54
H -1.52 2.26 -0.42
H -2.51 0.93 -0.92
H -1.55 1.93 -2.11
H 0.10 -2.31 0.78
H 0.59 -3.76 1.04
O 0.56 -2.87 1.44
H 1.71 -1.47 3.61
H 1.89 -2.13 5.00
O 1.97 -1.29 4.54
```


3) # C5H15NO2

A cluster of 3 separate species, C5H15NO2 in total (ωB97M-V/def2-TZVPD, OMol25).

The value obtained for the lowest unoccupied orbital energy is 0.693 eV. As for the multiplicity: 1. Its SMILES is C=CCCNC.O.O. The value obtained for the HOMO-LUMO gap is 9.96 eV.

Structure (XYZ):
```
23
C5H15NO2 | OMol25 | ωB97M-V/def2-TZVPD
C 0.37 2.10 1.49
N 0.34 0.76 0.90
C -1.05 0.48 0.41
C -1.04 -0.85 -0.39
C -0.82 -2.05 0.46
C -1.82 -2.89 0.73
H -0.61 2.56 1.66
H 0.80 2.85 0.82
H 0.88 2.11 2.45
H 0.79 0.04 1.44
H -1.50 1.31 -0.12
H -1.61 0.40 1.36
H -0.21 -0.74 -1.10
H -1.93 -0.76 -1.02
H 0.12 -2.13 0.97
H -2.82 -2.76 0.34
H -1.75 -3.88 1.15
H 1.83 0.58 -0.43
H 2.89 -0.51 -0.64
O 2.56 0.33 -1.01
H 1.57 1.68 -3.61
H 1.62 0.55 -2.47
O 1.38 0.80 -3.39
```


Winner for stability: 2)